Entry 1:
# C22H74O15

A cluster of 15 separate species, C22H74O15 in total (wB97M-V/def2-TZVPD, the Open Molecules 2025 dataset).

Each line ends with the Mulliken charge.
Atoms and positions in Å:
H  -2.5085  -0.2941  2.5307  -0.120
H  -1.3205  -0.6561  -1.4703  -0.186
H  3.2795  5.1099  0.5727  0.469
H  -1.3165  4.1929  -3.2393  0.281
O  0.6395  -0.0261  1.2187  2.300
H  -4.0995  0.6249  -3.3713  0.289
H  -3.6575  0.8669  3.3847  0.243
C  -1.9055  -3.5261  -2.0353  1.367
H  3.8345  0.4179  0.7687  0.350
C  3.4645  3.0729  0.0197  1.389
H  0.8385  3.9539  4.7047  0.465
H  2.4265  -2.7701  -0.1113  -0.182
H  0.5215  -5.2061  2.4277  0.422
O  -2.4825  1.8649  -1.6343  -0.491
H  0.4565  3.5179  0.7647  0.093
H  -0.2965  -3.9351  -3.4173  0.516
H  -3.8755  -1.0341  -0.7713  -0.144
H  -5.3695  -2.9531  1.0827  0.206
H  0.5905  -5.7621  0.7977  0.401
H  -3.1115  3.0429  -0.0323  0.469
H  -1.9805  0.4429  4.0467  0.074
C  3.6745  0.8259  2.6467  -0.885
O  -3.3355  -3.0301  1.4637  -0.282
H  -1.1815  -1.5641  -0.0063  0.343
H  2.7315  0.8119  -4.0283  0.320
H  -1.8915  -0.0851  0.0787  -0.749
H  -4.1065  -0.3561  -5.5723  0.333
H  -1.1425  1.6159  2.2877  0.048
O  4.4565  -3.2761  0.3117  -0.600
H  -1.7355  1.8239  -2.2523  0.253
H  1.4985  0.3699  1.3827  -0.588
O  0.4705  2.9489  1.5577  -0.328
H  5.2225  -2.8801  0.7637  0.303
H  4.1185  0.0179  3.1047  0.393
H  3.5655  -1.5031  -0.4723  -0.148
C  0.9035  -4.9611  1.4507  -1.809
H  1.4465  0.5209  4.9997  0.153
O  -2.0455  1.7179  2.5587  -0.531
H  2.9885  1.2429  3.2987  0.190
C  3.3935  -2.3071  0.2427  0.464
H  0.2015  -1.8031  1.5937  -0.275
H  -4.6495  -4.6291  1.2757  0.323
H  0.2355  -0.4971  4.1217  -0.032
C  0.1485  -3.6961  1.0807  1.104
H  -4.2135  -3.7151  -0.2083  0.042
H  -0.8725  -3.8321  1.3547  0.353
H  4.2255  2.2909  0.1187  -0.020
O  0.6005  -2.6491  1.8707  -0.552
H  -3.7165  -0.9521  -2.7593  -0.092
C  -0.4525  -3.7851  -2.3873  -1.166
H  -2.6255  -0.0671  -3.9173  0.046
H  2.4535  -1.9441  -2.6963  0.263
O  -0.3235  1.5519  -3.5603  -0.646
H  -5.4495  -0.8471  -0.1133  0.346
C  0.3045  2.6719  -3.0093  0.802
H  1.7025  -1.8251  5.5487  0.302
H  1.1165  -0.9361  -3.2693  -0.016
H  3.9245  4.2219  1.8387  0.340
C  -4.4575  -0.3521  -0.1773  0.110
H  -1.3725  2.9199  -0.1493  0.151
H  0.2975  -3.4081  0.0177  -0.593
O  0.9495  -1.3421  5.9407  -0.591
H  3.6805  0.5769  -1.5113  0.142
H  -3.9685  1.2669  -1.2643  0.406
H  4.4935  1.5569  2.4877  0.367
H  -0.2375  0.3559  5.5237  0.317
C  -1.0945  -0.6121  -0.3993  0.283
H  0.4275  4.6479  -3.2453  0.379
C  0.3375  -0.1101  -0.1443  1.121
O  -4.7615  0.7839  -1.0003  -0.666
H  3.1085  -1.9281  1.1757  0.174
C  -0.3295  3.9409  -3.5973  -1.429
O  -2.7375  -4.4901  -2.6573  -0.674
H  5.0215  4.5519  0.5047  0.357
H  -0.5075  2.8059  4.1347  0.229
H  0.3975  0.9089  -0.5473  -0.242
H  1.9815  -4.8851  1.5017  0.338
C  2.1725  -1.1421  -3.3693  -0.531
H  -2.1075  -3.5821  -0.9303  -0.323
H  -3.6475  -4.2671  -2.5853  0.359
H  1.7995  4.0689  2.5627  0.003
H  -2.2715  -2.5951  -2.3173  -0.418
H  -2.3585  3.8999  -1.2833  0.242
C  -2.3065  2.9749  -0.6923  -0.648
H  -3.3705  -3.1471  2.4147  0.235
H  1.2965  2.3759  4.1197  -0.207
C  0.5235  3.2199  3.9527  -0.773
H  0.0305  4.6119  2.4817  0.412
H  2.2415  -1.4451  -4.4463  0.348
H  2.8495  2.6939  -1.7793  0.204
H  4.1435  -0.0521  -3.4793  0.369
H  0.9915  -0.7761  -0.5923  -0.527
C  3.0805  0.1029  -3.3113  -0.573
C  -4.4805  -3.5941  0.8567  -0.495
O  3.1775  0.5539  1.3487  -0.997
H  0.0845  0.7379  -3.2963  0.115
C  -2.5865  0.5929  3.1717  -0.090
H  2.4435  2.7749  0.3557  -0.306
O  -4.2085  -0.8991  -4.8253  -0.578
C  3.9705  4.3299  0.7267  -1.705
H  -0.0525  -4.6331  -1.8993  0.369
H  -3.9265  -0.0441  0.7427  0.033
C  -3.6575  -0.3221  -3.6783  -0.050
H  0.2025  -2.9221  -2.1623  -0.104
H  -0.3165  3.9039  -4.7013  0.332
H  1.3695  2.6639  -3.2893  0.359
O  2.8895  0.6799  -2.0783  -0.150
C  0.7545  3.7939  2.6087  -0.088
C  0.6265  -0.1771  5.1127  -0.172
O  3.3225  3.3949  -1.3563  -0.661
H  0.3175  2.5989  -1.9113  -0.377

Cartesian forces (eV/Å) of the 2 atoms listed first:
H -0.3 0.0 0.1
H 0.2 0.1 0.1

The spin multiplicity is 1. For the lowest unoccupied orbital energy, the calculation gives -0.17 eV. The energy above the lowest of the compared OMol25 structures with the same formula, charge and spin is 4.9231 eV. The value obtained for the molar mass is 578.8 g mol⁻¹. The orbital gap is 9.12 eV.

Entry 2:
# C22H84N2O18

A cluster of 20 separate species, C22H84N2O18 in total (wB97M-V/def2-TZVPD, the Open Molecules 2025 dataset).

Each line ends with the Mulliken charge.
Atoms and positions in Å:
H  31.2720  24.7890  51.3600  0.420
O  30.2470  31.1030  53.3350  -0.501
C  28.7930  23.4370  51.5020  -2.112
O  29.7720  26.7390  46.7150  -0.472
H  36.0040  30.2910  51.2610  0.593
H  30.2230  30.5850  54.0370  0.223
H  27.6050  23.8790  46.1360  0.373
H  30.6240  26.5620  46.8260  0.227
H  29.1240  21.8150  48.4460  0.424
O  28.9210  22.2480  45.6030  -0.706
H  30.4880  30.9360  49.5810  0.412
H  29.2630  19.6940  47.5100  0.333
C  30.4780  25.3040  51.8220  -0.995
H  31.8950  23.6490  56.0960  0.286
H  38.3310  32.9190  54.0050  0.445
H  28.4740  19.6770  54.9360  0.427
H  31.1620  28.0450  51.9890  0.181
H  25.9460  20.7440  48.7900  0.331
H  30.1200  21.9630  50.7910  0.052
H  24.7320  24.2830  53.9740  0.253
C  29.5450  22.7790  50.3100  0.108
H  31.5140  26.8970  49.6770  0.633
C  30.6050  27.2200  50.1420  -0.134
H  25.4190  25.8770  51.5300  0.313
O  30.4670  26.9540  55.6100  -0.556
H  29.0160  28.4580  47.5190  0.098
O  32.0760  24.5880  55.7020  -0.591
H  28.9410  21.8130  53.9800  -0.028
H  29.4730  26.0730  46.2950  0.209
H  28.1200  22.8060  52.0230  1.049
H  32.8480  32.8030  51.5120  0.210
H  28.5480  18.2050  54.6580  0.350
O  31.1560  22.2870  56.7280  -0.841
C  28.8440  23.8550  54.7270  -0.685
C  33.8900  28.0260  55.6730  -1.583
H  30.5900  22.6550  57.4670  0.344
H  31.0840  30.9340  47.7800  0.274
H  28.3710  20.4360  57.1580  0.286
H  30.6750  19.7570  47.0050  0.288
C  34.1000  32.6330  49.9840  -0.252
C  35.2110  31.5670  49.7670  -0.777
C  33.3230  29.0280  54.6800  0.198
H  27.6860  25.0120  53.3570  0.264
N  34.6670  31.7360  52.1360  1.354
H  28.0500  24.0780  51.2930  0.827
C  38.0880  33.5150  53.1680  -1.854
N  29.6210  24.2280  52.5100  1.454
O  27.0170  24.5510  46.0520  -0.598
H  31.5140  23.4800  53.5460  0.508
H  29.4620  31.1310  52.9420  0.258
H  32.5930  29.6220  55.2590  0.440
H  30.0640  22.0330  55.2090  0.312
H  36.2390  31.9920  49.5500  0.292
H  27.8270  23.5810  54.9710  0.359
C  28.7150  24.7640  53.5590  -0.394
H  30.4260  19.0510  52.6670  0.229
C  29.6820  22.6260  54.3040  0.261
H  29.1250  25.7640  53.9030  0.301
C  35.8410  32.2750  52.8350  -1.108
H  32.9470  24.6770  56.1010  0.309
H  27.7830  21.5960  49.4110  0.492
H  36.3230  31.3550  53.2860  0.377
O  28.9930  20.6780  56.3990  -0.631
H  33.0930  32.2370  49.5860  -0.114
H  29.2810  19.0770  53.4140  0.298
H  30.1600  27.8030  49.2900  -0.843
H  29.2800  24.2880  55.5800  0.366
O  28.2210  18.9810  54.2330  -0.665
H  37.7570  34.3180  53.6460  0.564
C  36.9920  32.9420  52.0500  -0.030
H  33.4340  31.5380  53.8280  1.402
C  29.7080  26.1290  50.7740  0.208
H  30.8780  22.3040  52.5740  0.477
H  30.0740  23.5330  49.8020  0.281
O  30.9210  30.0280  48.0500  -0.711
H  38.9190  33.7120  52.7210  0.540
C  34.0170  32.7850  51.4570  -1.162
H  34.4770  27.4180  54.9920  0.360
H  30.0430  29.5540  47.8870  0.536
O  29.8240  20.0230  46.7850  -0.627
H  27.3870  18.8280  49.0690  0.306
H  27.0630  18.5950  47.4720  0.303
C  28.5760  22.2720  49.2760  -1.529
H  35.2290  29.9630  54.6690  0.210
H  33.2040  27.3610  55.9520  0.440
C  34.4040  29.7720  53.8380  0.060
C  35.1540  30.8260  50.9960  -0.769
O  30.8650  31.5840  50.3800  -0.593
H  26.2380  26.6270  50.5660  0.265
O  25.2500  21.1640  49.3530  -0.628
H  26.4200  24.4330  45.3210  0.279
H  28.0050  23.1100  48.7340  0.233
H  30.1030  28.8840  51.0760  0.594
H  31.0170  26.0140  52.6200  -0.008
H  29.2080  25.5380  49.9930  0.363
H  32.5660  28.3230  54.1390  -0.534
H  25.2600  25.4460  54.8140  0.307
H  34.5390  28.9970  53.1490  0.317
H  31.6560  21.7770  57.3100  0.255
O  29.5640  19.4760  52.6840  -0.580
H  27.7890  28.8070  47.9340  0.300
H  28.7490  26.5410  51.1700  0.229
H  31.8730  28.8280  50.6060  0.071
H  30.4910  31.2690  51.1220  0.192
H  36.6030  34.0010  51.5180  0.179
O  25.2520  24.9700  53.9240  -0.557
C  30.9350  28.3750  51.0650  -0.876
H  34.5760  29.8340  50.8290  0.262
H  29.7700  27.0290  56.1660  0.297
H  34.2560  33.5520  49.5700  0.510
O  28.5390  29.1230  47.6190  -0.488
H  33.9900  33.7570  51.6700  0.713
O  27.5150  19.1390  48.1970  -0.655
H  34.4100  28.5650  56.5340  0.337
C  30.5650  23.1750  53.0810  -1.632
H  35.0230  30.8950  48.9670  0.465
H  29.8160  20.9770  56.6550  0.372
H  29.0130  21.2050  45.6830  0.354
H  37.3640  32.0350  51.4800  0.324
H  32.7790  30.8600  52.6530  -0.298
H  28.2090  22.4880  44.8600  0.309
H  25.0510  20.5480  50.0260  0.306
H  35.6680  32.8580  53.8130  0.463
H  30.8260  26.0600  55.7960  0.274
O  26.1840  25.7020  50.8630  -0.585
C  33.8400  31.0910  53.1200  -1.601

Cartesian forces (eV/Å) of the 2 atoms listed first:
H 0.9 -0.8 -0.7
O 5.5 3.5 -2.6

The spin multiplicity is 1. For the lowest unoccupied orbital energy, the calculation gives -4.22 eV. The energy above the lowest of the compared OMol25 structures with the same formula, charge and spin is 0.5014 eV. The value obtained for the molar mass is 664.9 g mol⁻¹. The orbital gap is 9.76 eV. As for the total charge: +2.